Entry from the Open Molecules 2025 dataset: 5 unconnected molecules or ions with the total composition C42H86BCl2F3I2N3O10 at a distorted geometry (ωB97M-V with the def2-TZVPD basis set).

Properties
frontier orbital gap	7.69	eV
LUMO	-2.9	eV
charge	+1
E	-119949.4373	eV

Geometry (Å):
C -7.28487 -3.19973 2.54072
C -6.03897 -3.92646 3.26804
C -5.77594 -3.27021 4.69321
C -5.08664 -1.83760 4.65097
C -3.53393 -1.92095 4.24111
C -2.99386 -0.50440 3.76694
C -2.63982 -0.39919 2.18199
B -4.15371 -0.34517 1.57943
O -4.79664 -1.65558 1.44438
C -5.09947 0.87006 1.15340
C -5.53237 1.91285 2.27803
N -2.00069 -1.54634 1.54651
C -0.48069 -1.56569 1.49079
C -0.26909 -2.15687 2.97194
C 1.03034 -2.90546 3.40554
C 0.85056 -3.15627 5.01174
O 1.19731 -4.25603 2.89178
C -0.24364 -2.79511 0.51827
I -1.89125 -4.16787 -0.11988
C 0.96282 -3.28345 -0.01875
C 2.33829 -2.66372 0.34579
I 1.14050 -5.00171 -1.38363
C 0.18361 -0.13634 1.15304
F 0.82894 -0.28324 -0.13093
C 1.36640 0.31483 2.11632
C 2.86986 0.29877 1.64219
C 3.84369 -0.37649 2.74329
F 5.07715 0.37288 2.72732
N -0.84815 0.97398 0.81974
C -1.55980 0.64984 -0.51443
N -0.96436 1.29142 -1.71735
C -0.77720 0.31056 -2.82753
C -0.25433 2.29279 0.48924
Cl 1.49706 2.66854 0.05765
C -0.97460 3.49965 0.31845
C -2.51264 3.64841 0.35404
Cl -0.18418 5.09928 -0.08511
C -1.70522 0.87682 2.04090
F -2.44342 1.99143 2.49263
H -8.24044 -3.56480 3.02160
H -7.20305 -2.07531 2.65004
H -7.24196 -3.47468 1.43958
H -5.13500 -3.92676 2.58831
H -6.30676 -5.01777 3.44824
H -6.76073 -3.23698 5.24664
H -5.06110 -3.95697 5.26668
H -5.17023 -1.38211 5.69218
H -5.66982 -1.16304 3.95086
H -3.47800 -2.68728 3.39428
H -2.95096 -2.36934 5.11117
H -3.82114 0.25070 3.98288
H -2.13263 -0.23228 4.44561
H -4.53585 -1.98478 0.56086
H -6.10015 0.46868 0.76116
H -4.65724 1.34273 0.20585
H -5.69312 2.97670 1.88988
H -6.55893 1.59887 2.67274
H -4.86216 1.97640 3.18145
H -2.41417 -1.59060 0.61615
H -1.11738 -2.84748 3.30552
H -0.35666 -1.25749 3.67828
H 1.99037 -2.29174 3.36991
H 0.49228 -4.22186 5.20541
H 0.07068 -2.42661 5.42618
H 1.81929 -2.97179 5.56637
H 2.16701 -4.37389 2.87366
H 2.63849 -1.85852 -0.41041
H 3.14349 -3.46863 0.19631
H 2.51465 -2.28632 1.38164
H 1.18067 1.38612 2.49070
H 1.40188 -0.22175 3.12619
H 3.27092 1.37002 1.61493
H 3.13545 -0.14743 0.65300
H 3.43765 -0.24350 3.79300
H 4.13395 -1.43491 2.48647
H -1.52662 -0.44459 -0.79292
H -2.64899 0.93991 -0.51441
H -1.56106 2.06528 -2.03719
H 0.07999 -0.37763 -2.57641
H -1.72005 -0.26018 -3.10918
H -0.50328 0.91188 -3.75944
H -2.83121 4.31697 -0.52003
H -3.17209 2.75107 0.33521
H -2.79738 4.25617 1.28212
H -1.01602 0.75324 2.95889
C 4.37489 -1.36180 -7.14287
O 4.60455 -0.48167 -6.05154
C 3.65033 0.57326 -5.99557
C 2.61615 0.32443 -4.90694
O 1.77317 -0.77794 -5.23640
C 2.11353 -1.95189 -4.51485
H 5.02893 -2.22647 -7.02531
H 3.33912 -1.70931 -7.16862
H 4.62078 -0.86102 -8.08429
H 3.16810 0.71982 -6.96777
H 4.20093 1.48808 -5.75461
H 1.97071 1.20551 -4.82733
H 3.10088 0.17225 -3.93654
H 1.83382 -1.83569 -3.46165
H 3.18051 -2.17655 -4.59101
H 1.55169 -2.78656 -4.93607
C 2.03698 3.11528 -11.63501
O 1.28093 3.98101 -10.80023
C 0.91016 3.36400 -9.57300
C 1.77703 3.85628 -8.42251
O 3.11935 3.39714 -8.55431
C 3.99518 4.41574 -9.01694
H 2.42506 3.70103 -12.46878
H 2.87960 2.67303 -11.09792
H 1.39382 2.32334 -12.03156
H 0.95080 2.27220 -9.65346
H -0.12917 3.64672 -9.37577
H 1.38885 3.43979 -7.48696
H 1.74083 4.94773 -8.34636
H 4.14972 5.16038 -8.23012
H 3.60695 4.90295 -9.91486
H 4.95448 3.95607 -9.25750
C 8.32786 -6.14018 2.10772
O 8.13702 -6.24459 0.70404
C 6.82005 -6.66394 0.36472
C 5.97838 -5.49589 -0.12919
O 5.69931 -4.57562 0.92699
C 6.50263 -3.40598 0.85089
H 9.28971 -5.65805 2.28469
H 7.54509 -5.53871 2.57673
H 8.34734 -7.13789 2.55709
H 6.33617 -7.16455 1.21040
H 6.91710 -7.39378 -0.44527
H 5.01438 -5.87987 -0.47831
H 6.46554 -4.99248 -0.97027
H 6.18511 -2.78944 0.00368
H 7.56250 -3.65168 0.75104
H 6.36310 -2.83607 1.77119
C -3.06350 7.06709 3.00683
O -4.27568 6.41511 3.35677
C -4.05349 5.20841 4.07963
C -4.32643 5.39357 5.56563
O -3.35445 6.24324 6.16515
C -3.85176 7.55374 6.40074
H -3.30846 8.05322 2.61152
H -2.40905 7.19197 3.87266
H -2.54482 6.49606 2.22974
H -3.03721 4.83161 3.91350
H -4.75526 4.46627 3.68329
H -4.24773 4.42062 6.06142
H -5.33872 5.77547 5.73121
H -4.58143 7.53468 7.21556
H -4.31114 7.97733 5.50394
H -3.01445 8.18728 6.69517

Forces on atoms 1 to 6 (eV/Å):
C 1.0 -0.6 0.2
C -0.9 0.2 0.2
C 0.9 -0.4 -0.3
C 0.0 -0.4 0.5
C -1.2 -0.7 -0.5
C -0.3 -0.4 0.5


Entry from the Open Molecules 2025 dataset: 6 unconnected molecules or ions with the total composition C42H87IN3O15S at a distorted geometry (ωB97M-V with the def2-TZVPD basis set).

Properties
frontier orbital gap	7.50	eV
LUMO	-4.0	eV
charge	+1
E	-99064.9518	eV

Geometry (Å):
C -4.44913 1.84691 1.04017
C -4.47269 2.20326 -0.56026
C -2.94115 2.31448 -1.16378
C -2.61844 1.19535 -2.35015
C -1.70857 -0.06616 -1.74493
C -2.47465 -0.58687 -0.39153
C -2.11045 -2.19437 -0.20044
C -2.18166 -2.52742 1.40795
C -2.73805 -4.03325 1.77009
C -2.24390 -5.21365 0.74393
C -0.68935 -5.60681 1.17711
C 0.44816 -4.63695 0.48218
C 1.93759 -5.39124 0.49512
C 2.99629 -4.46457 1.37942
C 3.79414 -3.39428 0.40355
C 3.33120 -1.84969 0.71802
C 4.47077 -0.94227 1.47469
C 4.23297 0.66235 1.16880
C 2.74900 1.21550 1.67404
C 2.97953 1.84784 3.16881
N 1.68566 1.93559 4.00560
C 1.82869 0.73455 4.96421
N 2.47886 0.82363 6.32660
C 1.49182 1.10315 7.43755
C 0.31747 2.18695 7.07279
C -1.09627 1.47788 6.53099
I -2.01069 2.64487 4.86913
N 1.35153 -0.47778 4.46102
C 1.41911 -1.80427 5.18393
C 0.09209 -2.18877 6.06545
C -1.31085 -2.25970 5.20590
S -2.13706 -3.90059 5.69162
H -4.73995 0.70163 1.19005
H -5.28588 2.49364 1.59229
H -3.41112 2.04540 1.56724
H -5.11460 3.16097 -0.81815
H -4.98924 1.28977 -1.10846
H -2.13591 2.18926 -0.30858
H -2.84910 3.37205 -1.70520
H -3.62312 0.80197 -2.80731
H -1.95357 1.72299 -3.15657
H -0.63825 0.28751 -1.42927
H -1.68425 -0.96812 -2.51916
H -3.65730 -0.53545 -0.45751
H -2.08175 0.02276 0.55374
H -1.01402 -2.45532 -0.56965
H -2.89860 -2.84483 -0.77882
H -2.93933 -1.76245 1.88810
H -1.10168 -2.31109 1.85443
H -2.27216 -4.30341 2.83375
H -3.89922 -3.99077 1.93507
H -2.36182 -4.96624 -0.39411
H -2.89625 -6.17363 1.00201
H -0.51955 -5.55010 2.34217
H -0.52961 -6.75145 0.88174
H 0.10995 -4.48046 -0.63675
H 0.51805 -3.62839 1.07402
H 1.87472 -6.48459 0.94882
H 2.28371 -5.46579 -0.64200
H 2.43732 -3.94742 2.27750
H 3.79759 -5.19657 1.85665
H 3.56791 -3.66801 -0.71221
H 4.94149 -3.51916 0.59677
H 2.39099 -1.87644 1.44453
H 3.04845 -1.29683 -0.28022
H 5.51999 -1.21030 0.97938
H 4.59330 -1.19615 2.62042
H 5.02889 1.23622 1.84750
H 4.48709 0.95714 0.06208
H 1.90892 0.40327 1.60501
H 2.44234 2.11746 0.95591
H 3.39542 2.94134 3.06882
H 3.74882 1.19099 3.79369
H 1.83246 2.83545 4.55467
H 3.30670 1.45803 6.34703
H 0.97992 0.15357 7.89803
H 2.12479 1.58815 8.32620
H 0.65436 3.06885 6.37398
H 0.00870 2.69994 8.10567
H -0.93113 0.40562 6.09293
H -1.87998 1.45540 7.40072
H 0.92595 -0.48702 3.48798
H 1.50454 -2.63827 4.33392
H 2.43602 -1.89182 5.79389
H -0.11113 -1.50080 6.99012
H 0.29396 -3.27797 6.50976
H -2.07027 -1.41823 5.58035
H -1.10452 -2.16058 4.05834
H -2.81708 -3.76283 6.91572
C 6.69430 0.87468 -4.86383
O 6.89190 -0.52176 -4.65092
C 6.30710 -1.00303 -3.52493
O 5.65561 -0.35408 -2.72164
O 6.57285 -2.33147 -3.44771
C 6.01540 -2.97584 -2.30392
H 7.20425 1.15067 -5.79093
H 5.62912 1.10108 -4.97635
H 7.13061 1.45559 -4.04483
H 4.92308 -2.90333 -2.31400
H 6.42462 -2.54887 -1.38261
H 6.29028 -4.03338 -2.34442
C 5.99226 -3.00452 4.61425
O 6.35359 -4.19827 3.92228
C 7.69153 -4.39563 3.81071
O 8.56368 -3.65741 4.24109
O 7.89078 -5.55673 3.13731
C 9.26282 -5.89498 2.94415
H 4.90061 -2.94855 4.64426
H 6.36418 -3.02741 5.64366
H 6.36777 -2.12280 4.08496
H 9.76556 -6.03336 3.90677
H 9.76904 -5.12882 2.34807
H 9.30385 -6.84003 2.39572
C -6.30832 2.94225 -6.81050
O -6.26792 4.23694 -6.21336
C -5.95791 4.23293 -4.89224
O -5.72288 3.24537 -4.21376
O -5.95476 5.51817 -4.45697
C -5.64192 5.66838 -3.07357
H -6.56529 3.06491 -7.86628
H -5.32845 2.45792 -6.74877
H -7.07814 2.32327 -6.33847
H -4.63545 5.29297 -2.86236
H -6.38514 5.15840 -2.45218
H -5.66816 6.73517 -2.83513
C 2.92063 1.97574 -2.40929
O 2.03322 2.96908 -2.91941
C 2.35276 3.41956 -4.15894
O 3.30118 3.05061 -4.83365
O 1.43412 4.35166 -4.51756
C 1.64580 4.91738 -5.80961
H 2.57021 1.68853 -1.41406
H 2.91201 1.08611 -3.04726
H 3.93513 2.37629 -2.31476
H 1.58632 4.14537 -6.58356
H 2.60933 5.43553 -5.85097
H 0.85392 5.64898 -5.99199
C -9.30191 6.04608 -5.99466
O -9.31084 5.78928 -7.39766
C -10.48014 5.28367 -7.86520
O -11.47561 5.04553 -7.19949
O -10.34977 5.08902 -9.20177
C -11.51236 4.55629 -9.83329
H -8.31956 6.44749 -5.73082
H -10.05982 6.79179 -5.73389
H -9.45798 5.12016 -5.43174
H -12.35870 5.24237 -9.72592
H -11.75674 3.57080 -9.42382
H -11.29553 4.44169 -10.89886

Forces on atoms 1 to 6 (eV/Å):
C -1.1 0.0 0.3
C 0.4 -0.9 -0.1
C -0.3 0.2 -1.1
C 1.2 0.1 0.5
C -1.9 0.3 0.3
C 0.8 -1.3 -0.3


> Among the records above, which one has the lowest frontier orbital gap?

C42H87IN3O15S


> The highest E belongs to which entry?

C42H87IN3O15S